Below is C5H10O2 in the gas phase, with properties calculated with ωB97M-V with the def2-TZVPD basis set.

XYZ file:
```
17
Properties=species:S:1:pos:R:3:forces:R:3
H 1.582 1.534 0.413 -0.12 -0.07 0.00
H 1.471 -1.853 -0.578 -0.08 0.16 -0.06
H -0.231 3.183 1.115 -0.03 -0.16 0.01
H -0.838 -1.041 -2.344 0.01 -0.03 0.15
H 0.326 -0.539 1.198 0.02 0.08 -0.17
O -0.953 -2.617 -1.052 -0.16 0.00 0.16
O -1.075 -0.404 -0.359 -0.16 -0.04 -0.04
H -1.604 -2.520 -0.344 0.05 -0.19 -0.07
C 0.245 -0.125 0.182 0.19 0.16 0.18
C 0.899 -0.984 -0.910 0.10 -0.02 -0.02
H -1.427 1.879 0.955 0.13 0.07 0.05
H 0.350 1.734 -0.835 0.04 -0.03 0.12
C -0.542 -1.308 -1.321 0.13 0.13 -0.29
H 1.462 -0.406 -1.649 -0.09 -0.11 0.13
C 0.522 1.363 0.183 0.05 -0.02 -0.04
H -0.169 1.785 2.202 -0.03 0.04 -0.16
C -0.376 2.099 1.172 -0.04 0.03 0.03
```
Positions in Å, forces in eV/Å.

For the gap between HOMO and LUMO, the calculation gives 11.1360 eV. The LUMO energy comes out at 1.1 eV. As for the SMILES: CC[C@@H]1C[C@@H](O)O1. The multiplicity is 1. As for the calculated total energy: -346.9630 a.u.